Run 1
{
  "formula": "C3H7PS2",
  "method": "the ωB97M-V functional and the def2-TZVPD basis",
  "e_lumo_ha": [-0.0080, -0.0048],
  "symbols": ["C", "C", "C", "P", "S", "S", "H", "H", "H", "H", "H", "H", "H"],
  "coordinates": [[-0.4047, 0.9481, 0.7919], [-1.2206, -1.7740, 1.0380], [1.3397, 1.9492, -0.5211], [-1.2371, -0.2591, -0.0832], [-0.4735, 1.6794, 2.1946], [1.5800, 0.9840, -1.9157], [-1.9087, -2.5077, 0.4970], [-1.5185, -1.3233, 1.9239], [-0.1437, -2.1821, 0.9055], [1.9921, 1.7030, 0.2818], [0.8453, 2.9495, -0.4249], [-0.2580, -0.6169, -0.8679], [0.6645, 1.5457, -2.7172]]
}

***

Run 2
{
  "formula": "C3H7PS2",
  "method": "the ωB97M-V functional and the def2-TZVPD basis",
  "e_lumo_ha": 0.0265,
  "symbols": ["C", "S", "P", "S", "H", "H", "H", "H", "H", "C", "C", "H", "H"],
  "coordinates": [[-1.6384, 0.9074, 0.6970], [-1.4483, 0.0985, -0.9170], [0.2428, -0.9848, -0.4734], [-0.5062, -2.6495, 0.5893], [-1.7387, 1.9939, 0.4135], [-0.9239, 0.7936, 1.4214], [-2.5647, 0.5596, 1.0601], [0.0637, -1.5796, -1.6518], [0.6432, -3.1631, 0.1478], [3.0417, 0.0753, 1.2391], [3.3556, 0.5050, 0.1372], [2.7858, 0.0292, 2.2195], [3.6102, 0.4434, -0.8499]]
}

***

Which structure loses on stability? run 1 does.

***

Run 1
{
  "formula": "C25H67N5O7",
  "method": "the ωB97M-V functional and the def2-TZVPD basis",
  "e_lumo_ha": 0.0184,
  "symbols": ["C", "C", "C", "O", "H", "H", "H", "H", "H", "H", "H", "H", "C", "O", "C", "C", "N", "C", "C", "O", "C", "H", "H", "H", "H", "H", "H", "H", "H", "H", "H", "H", "H", "H", "H", "H", "C", "C", "C", "O", "C", "N", "H", "H", "H", "H", "H", "H", "H", "H", "H", "H", "H", "C", "C", "C", "O", "C", "N", "H", "H", "H", "H", "H", "H", "H", "H", "H", "H", "H", "C", "C", "C", "O", "C", "N", "H", "H", "H", "H", "H", "H", "H", "H", "H", "H", "H", "C", "C", "C", "O", "C", "N", "H", "H", "H", "H", "H", "H", "H", "H", "H", "H", "H"],
  "coordinates": [[4.2775, 8.6148, -24.6893], [5.7169, 8.8815, -24.9482], [6.2163, 10.1483, -24.2317], [6.5783, 7.8386, -24.7041], [3.6117, 9.0495, -25.4348], [3.9803, 9.1189, -23.7696], [4.0566, 7.5673, -24.4843], [5.8959, 9.0796, -26.0050], [6.5517, 9.9934, -23.2062], [5.6198, 11.0336, -24.4520], [7.1198, 10.4299, -24.7725], [7.3951, 8.0464, -25.1637], [3.2768, 6.7704, -23.0606], [2.9445, 7.5715, -24.2656], [2.5450, 6.7825, -25.3118], [2.0313, 7.4912, -26.5528], [1.5626, 6.6384, -27.6254], [0.3891, 5.7668, -27.3345], [-0.8052, 6.1005, -28.2510], [-1.9715, 5.3888, -27.7994], [-3.1848, 5.9272, -28.3825], [3.8859, 7.3780, -22.3914], [3.8292, 5.8793, -23.3588], [2.3352, 6.4658, -22.6038], [1.9123, 6.0123, -24.8707], [3.3875, 6.2982, -25.8055], [2.9431, 7.8526, -27.0283], [1.4416, 8.3930, -26.3883], [2.3006, 5.9784, -27.8253], [-0.0015, 5.9136, -26.3275], [0.5083, 4.6848, -27.2791], [-0.5959, 5.7561, -29.2637], [-0.9734, 7.1772, -28.2741], [-3.0006, 6.0269, -29.4522], [-3.3299, 6.8588, -27.8354], [-3.9846, 5.2517, -28.0788], [8.9939, 6.9536, -19.1718], [9.9035, 8.1889, -19.4410], [10.6539, 8.2747, -20.8060], [11.7286, 9.2241, -20.8987], [11.8271, 9.8366, -22.1925], [8.9478, 9.2484, -19.2316], [8.2261, 6.9336, -19.9452], [8.6001, 7.0817, -18.1636], [9.6559, 6.0975, -19.3028], [10.7247, 8.1248, -18.7270], [9.8774, 8.4398, -21.5529], [11.2185, 7.3608, -20.9908], [12.8050, 10.3130, -22.1232], [10.9780, 10.5198, -22.2094], [11.7363, 9.1390, -23.0251], [8.1827, 9.1258, -19.8795], [9.3275, 10.1615, -19.4370], [6.0498, 7.2084, -20.1622], [6.0254, 7.9344, -21.6007], [7.4494, 8.2670, -22.0108], [8.1807, 9.1759, -21.1431], [7.4720, 10.3827, -20.8954], [5.4023, 7.0403, -22.5888], [6.6906, 7.8074, -19.5151], [6.6614, 6.3278, -20.3587], [5.1852, 6.9452, -19.5528], [5.3779, 8.8088, -21.5359], [7.5440, 8.7503, -22.9832], [8.0768, 7.3837, -21.8915], [7.8367, 10.9592, -20.0453], [6.4326, 10.2288, -20.6056], [7.4793, 11.1699, -21.6493], [5.9109, 6.2444, -22.9467], [5.1533, 7.6168, -23.3798], [7.7889, 5.3417, -23.2997], [8.9085, 6.2112, -23.9946], [9.6342, 7.3430, -23.0986], [10.8680, 7.7829, -23.7758], [10.7689, 8.3621, -25.0747], [9.8966, 5.2534, -24.5717], [7.2460, 4.6106, -23.8988], [7.0942, 6.1524, -23.0799], [8.0882, 4.8516, -22.3732], [8.4870, 6.5545, -24.9393], [9.7320, 6.9765, -22.0768], [8.9590, 8.1864, -22.9548], [11.7083, 8.8957, -25.2194], [9.9318, 9.0490, -24.9498], [10.6480, 7.5535, -25.7955], [10.0678, 4.4308, -24.0111], [10.7585, 5.7731, -24.6560], [2.9326, 7.7785, -20.8761], [2.6550, 8.8048, -19.7408], [3.2526, 10.2399, -19.9296], [4.6550, 10.3069, -19.9079], [5.1320, 10.3283, -18.5274], [1.2037, 8.8468, -19.3511], [3.9551, 7.4014, -20.8946], [2.7673, 8.3137, -21.8112], [2.2921, 6.9190, -21.0738], [3.1567, 8.3713, -18.8757], [2.8057, 11.0726, -19.3865], [2.9573, 10.5365, -20.9361], [4.8263, 9.4907, -17.9004], [4.8452, 11.2112, -17.9562], [6.2180, 10.2530, -18.5837], [0.7197, 7.9971, -19.0984], [0.7400, 9.2894, -20.1316]]
}

***

Run 2
{
  "formula": "C25H67N5O7",
  "method": "the ωB97M-V functional and the def2-TZVPD basis",
  "e_lumo_ha": 0.0128,
  "symbols": ["C", "C", "C", "C", "C", "C", "C", "C", "C", "N", "O", "H", "H", "H", "H", "H", "H", "H", "H", "H", "H", "H", "H", "H", "H", "H", "H", "H", "H", "H", "C", "O", "C", "C", "C", "N", "H", "H", "H", "H", "H", "H", "H", "H", "H", "H", "H", "C", "O", "C", "C", "C", "N", "H", "H", "H", "H", "H", "H", "H", "H", "H", "H", "H", "C", "O", "C", "C", "C", "N", "H", "H", "H", "H", "H", "H", "H", "H", "H", "H", "H", "C", "O", "C", "C", "C", "N", "H", "H", "H", "H", "H", "H", "H", "H", "H", "H", "H", "O", "H", "H", "O", "H", "H"],
  "coordinates": [[-3.9952, -1.8092, 4.0219], [-4.5936, -1.0032, 2.8089], [-5.9579, -1.5708, 2.4164], [-4.8676, 0.4467, 3.2645], [-3.6352, 1.3227, 3.4376], [-2.8021, 1.4344, 2.1896], [-2.4642, 0.0081, 1.6706], [-2.1664, 0.1702, 0.1456], [-1.2679, -0.6446, 2.4445], [-3.6947, -0.8972, 1.6093], [-3.4549, -2.1969, 1.0679], [-3.7641, -2.8662, 3.8895], [-3.0524, -1.3607, 4.3350], [-4.6024, -1.7084, 4.9215], [-5.7533, -2.4812, 1.8530], [-6.4942, -1.9961, 3.2647], [-6.5076, -0.8344, 1.8302], [-5.5829, 0.9081, 2.5837], [-5.3684, 0.5021, 4.2310], [-3.9394, 2.3522, 3.6264], [-3.1083, 0.9441, 4.3134], [-1.8884, 1.8974, 2.5624], [-3.3655, 2.0440, 1.4831], [-3.0102, 0.5631, -0.4215], [-1.8787, -0.7765, -0.3118], [-1.2514, 0.7221, -0.0693], [-1.2953, -0.4455, 3.5158], [-0.3151, -0.2482, 2.0936], [-1.0992, -1.7129, 2.3092], [-3.8834, -2.3437, 0.2214], [3.4795, -6.1561, -0.7794], [2.3054, -5.6897, -0.1539], [1.3080, -5.0701, -1.0139], [0.1311, -4.4601, -0.2374], [-0.9571, -4.0088, -1.2024], [0.4976, -3.2817, 0.4469], [4.0532, -6.6715, -0.0091], [4.0232, -5.2681, -1.1019], [3.2830, -6.7706, -1.6580], [1.6529, -4.2647, -1.6622], [0.8710, -5.9084, -1.5565], [-0.2676, -5.1392, 0.5162], [-0.7073, -3.0780, -1.7116], [-1.8543, -3.8248, -0.6115], [-1.1674, -4.7840, -1.9393], [-0.1327, -3.1603, 1.2266], [1.3791, -3.4593, 0.9068], [0.8492, 1.4764, -3.1320], [0.0411, 2.5290, -3.5734], [-0.3761, 2.3555, -4.9187], [-1.2578, 3.5249, -5.3493], [-2.6079, 3.5697, -4.7099], [-1.4346, 3.4671, -6.7586], [1.8141, 1.4300, -3.6369], [0.3721, 0.5118, -2.9586], [1.0777, 1.8481, -2.1332], [0.4931, 2.4317, -5.5720], [-0.8635, 1.3813, -4.9581], [-0.7169, 4.4164, -5.0318], [-3.1629, 2.7060, -5.0762], [-3.0260, 4.5600, -4.8908], [-2.3678, 3.4424, -3.6543], [-1.7403, 4.3199, -7.2051], [-0.6602, 3.2395, -7.3658], [3.8900, -2.5703, 0.7285], [4.7595, -1.6502, 1.2231], [4.2768, -0.7809, 2.2235], [5.2236, 0.4589, 2.4173], [4.7699, 1.5342, 3.3217], [5.3582, 1.1063, 1.1113], [3.7683, -3.4542, 1.3546], [4.2513, -3.0517, -0.1802], [2.9162, -2.1728, 0.4426], [3.2941, -0.4188, 1.9215], [4.1020, -1.3410, 3.1421], [6.2054, 0.1496, 2.7757], [4.4814, 1.0799, 4.2695], [3.9342, 2.0906, 2.8973], [5.5589, 2.2276, 3.6130], [5.5687, 0.4146, 0.4061], [4.4318, 1.3860, 0.8221], [-1.2393, 4.4916, 0.8168], [-0.0279, 4.1345, 1.4451], [0.4652, 2.9154, 0.8751], [1.9565, 2.9975, 0.4973], [2.3269, 4.0161, -0.6191], [2.5641, 1.7329, 0.1446], [-1.9819, 3.7180, 0.6213], [-1.0934, 5.0339, -0.1174], [-1.8500, 5.1483, 1.4363], [0.3394, 2.1188, 1.6083], [-0.0340, 2.5943, -0.0391], [2.4426, 3.3574, 1.4041], [1.6006, 3.8562, -1.4161], [3.3383, 4.0223, -1.0253], [2.0821, 5.0485, -0.3695], [1.9771, 1.0358, 0.5800], [2.4559, 1.4772, -0.8265], [1.7665, -1.5162, -4.4540], [2.3760, -0.7793, -4.4129], [1.3081, -1.4024, -5.2866], [1.1054, -0.8693, -0.8886], [0.9381, -1.7182, -0.4790], [1.1224, -1.0550, -1.8274]]
}

***

Which structure loses on stability? run 1 does.

***

Run 1
{
  "formula": "C8H7N2O4S",
  "method": "the ωB97M-V functional and the def2-TZVPD basis",
  "e_lumo_ha": [0.0925, 0.0924],
  "total_charge": -1,
  "symbols": ["C", "C", "S", "O", "O", "O", "N", "C", "O", "C", "C", "C", "C", "C", "N", "H", "H", "H", "H", "H", "H", "H"],
  "coordinates": [[1.1581, -0.7867, 1.4824], [0.0634, -0.1498, 0.6598], [-1.3306, -0.2779, 1.9570], [-1.5053, -1.6695, 2.4231], [-0.7281, 0.6143, 2.9768], [-2.4400, 0.3464, 1.3126], [0.2711, 1.2770, 0.4338], [-0.1208, 2.0313, -0.6107], [-0.0823, 3.2362, -0.6008], [-0.4106, 1.0827, -1.8403], [-1.2762, 0.0685, -1.2156], [-0.3384, -0.7249, -0.6478], [0.5664, -1.3555, -1.6893], [0.8492, -0.5337, -2.7327], [0.6216, 0.8055, -2.5345], [1.3021, -0.1022, 2.2192], [2.1792, -1.0478, 0.9451], [0.7487, -1.8059, 1.8301], [0.2094, 1.6985, 1.3398], [-2.0806, 0.3202, -0.6874], [0.9467, -2.2597, -1.4640], [1.3969, -0.7672, -3.5564]]
}

***

Run 2
{
  "formula": "C8H7N2O4S",
  "method": "the ωB97M-V functional and the def2-TZVPD basis",
  "e_lumo_ha": 0.1240,
  "total_charge": -1,
  "symbols": ["C", "C", "S", "O", "O", "O", "N", "C", "O", "C", "N", "C", "C", "C", "C", "H", "H", "H", "H", "H", "H", "H"],
  "coordinates": [[0.4673, 2.0890, -0.3341], [0.6594, 0.6725, 0.1162], [2.4014, 0.2165, -0.2311], [2.5560, 0.2472, -1.7148], [3.0404, 1.2540, 0.4156], [2.6200, -1.0723, 0.3891], [0.3763, 0.4177, 1.5506], [-0.5871, -0.4594, 1.8818], [-0.7953, -0.7700, 3.0457], [-1.3600, -0.7994, 0.6345], [-2.7545, -0.8643, 0.2880], [-2.6227, -1.0598, -0.9925], [-1.2400, -1.1486, -1.4369], [-0.5513, -1.7283, -0.1998], [-0.4895, -0.2706, -0.5001], [0.1656, 2.6081, 0.4916], [-0.2703, 2.4543, -1.0484], [1.4870, 2.4960, -0.4003], [1.1576, 0.6787, 2.2008], [-3.6140, -1.1699, -1.6284], [-0.8270, -1.3205, -2.4855], [0.1807, -2.4709, -0.0421]]
}

***

Which structure loses on stability? run 1 does.